Formula: C6H13BrNP
Source: the OMol25 dataset
Level of theory: ωB97M-V/def2-TZVPD

Summary:
Highest occupied orbital energy = -9.319 eV
Relative energy (zero: lowest compared OMol25 entry of this formula, charge and spin) = 4.33 kcal per mole
LUMO level = 0.387 eV

XYZ file:
```
22
C6H13BrNP | the OMol25 dataset | ωB97M-V/def2-TZVPD
Br 1.0828 -3.1407 -2.7738
P -0.3801 -1.2154 -3.2134
N 0.3899 0.0264 -2.4614
C 0.1210 0.4931 -1.0583
C -1.2314 0.2768 -0.4938
C -1.4246 0.4996 1.0143
C -0.4513 -0.3152 1.8824
C 0.9547 -0.1147 1.3268
C 1.0395 -0.3692 -0.1451
H 0.2223 -1.2897 -4.4616
H 1.4198 0.0457 -2.4583
H 0.4739 1.4803 -1.1047
H -1.6762 -0.7133 -0.6337
H -1.9116 1.0217 -1.0622
H -2.4595 0.2575 1.4434
H -1.3613 1.6183 1.1778
H -0.5009 0.0933 2.8937
H -0.5488 -1.4643 1.9114
H 1.3698 1.0675 1.4602
H 1.7045 -0.5833 1.8730
H 2.0364 -0.2685 -0.5423
H 0.7544 -1.4576 -0.1865
```

These are the natural (NBO) partial charges, in e, on atoms 1 to 6: atom 1 (Br): -0.43, atom 2 (P): 0.81, atom 3 (N): -0.94, atom 4 (C): -0.04, atom 5 (C): -0.44, atom 6 (C): -0.40


Formula: C2H8NO2
Source: the OMol25 dataset
Level of theory: ωB97M-V/def2-TZVPD

Summary:
Highest occupied orbital energy = -15.653 eV
Relative energy (zero: lowest compared OMol25 entry of this formula, charge and spin) = 10.96 kcal per mole
LUMO level = -3.336 eV
Total charge = +1

XYZ file:
```
13
C2H8NO2 | the OMol25 dataset | ωB97M-V/def2-TZVPD
C -0.9133 0.3055 1.5331
N 0.4581 -0.2331 1.2755
H -1.1862 0.9272 0.6831
H -0.8737 0.8850 2.4457
H -1.6250 -0.5022 1.5629
H 0.4967 -0.7704 0.3759
H 1.1629 0.5023 1.3242
H 0.7646 -0.9449 1.9406
O 1.0330 -1.0872 -1.3048
C 0.5910 -0.3697 -2.1590
O -0.4015 0.4972 -1.9070
H 0.8820 -0.4318 -3.2122
H -0.3887 1.2220 -2.5580
```

These are the natural (NBO) partial charges, in e, on atoms 1 to 6: atom 1 (C): -0.42, atom 2 (N): -0.69, atom 3 (H): 0.24, atom 4 (H): 0.23, atom 5 (H): 0.24, atom 6 (H): 0.47


Formula: C44H100O27
Source: the OMol25 dataset
Level of theory: ωB97M-V/def2-TZVPD

Summary:
Highest occupied orbital energy = -9.396 eV
LUMO level = 0.526 eV

XYZ file:
```
171
C44H100O27 | the OMol25 dataset | ωB97M-V/def2-TZVPD
C 5.4325 4.8474 -3.3825
C 4.6926 6.1456 -3.8375
O 3.2312 6.0967 -3.8590
C 2.7416 5.3840 -4.9515
O 3.3906 5.2335 -5.9631
O 1.6439 4.8703 -4.6116
C 1.0656 3.9998 -5.5940
H 6.5195 4.9452 -3.3074
H 5.2290 4.0796 -4.1439
H 5.1639 4.3996 -2.3793
H 4.9851 6.5335 -4.8426
H 4.9571 6.9511 -3.1012
H 1.5469 3.0244 -5.6069
H 1.2596 4.4490 -6.5634
H 0.0008 4.0023 -5.3146
C -0.4842 4.8853 7.4090
C 0.9506 5.4475 7.0324
O 0.9779 5.7982 5.6398
C 1.4048 4.8440 4.8435
O 1.9260 3.7986 5.1580
O 1.3085 5.3005 3.5745
C 1.7925 4.4015 2.5774
H -1.2391 5.6354 7.2913
H -0.5133 4.3836 8.3628
H -0.7424 4.0421 6.7782
H 1.6414 4.7241 7.3630
H 1.2382 6.4011 7.4974
H 2.0239 5.0310 1.7011
H 1.1541 3.5652 2.2904
H 2.6728 3.9683 2.9907
C -4.2164 -2.3987 1.2854
C -5.3259 -2.0726 0.3635
O -5.9594 -0.8035 0.5699
C -5.3426 0.2583 0.1687
O -4.1777 0.3210 -0.1959
O -6.1650 1.3349 0.2168
C -5.5219 2.6194 0.0313
H -4.0731 -3.4888 1.5545
H -4.4123 -1.9634 2.2672
H -3.1521 -2.0357 1.0136
H -6.1372 -2.7719 0.4528
H -4.9785 -2.0840 -0.6584
H -5.2991 2.7171 -1.0555
H -4.5807 2.7088 0.5662
H -6.2145 3.3298 0.4359
C 0.0111 -4.0330 3.9805
C 0.9257 -2.8431 4.2033
O 2.0345 -3.1289 3.3686
C 2.8120 -2.1490 3.1018
O 2.9052 -1.1248 3.7432
O 3.5615 -2.5547 2.0460
C 4.4987 -1.6640 1.5070
H -0.0871 -4.2135 2.8761
H -0.9766 -3.7904 4.4431
H 0.4496 -4.8868 4.4867
H 1.1971 -2.8390 5.2553
H 0.5447 -1.8117 3.8838
H 5.0525 -1.1411 2.2367
H 4.0589 -0.9164 0.8853
H 5.1298 -2.2561 0.9280
C -0.0413 -0.9419 1.1960
C -0.5802 0.0248 0.1206
O 0.0628 1.3273 0.2551
C 1.2632 1.4654 -0.3318
O 1.8466 0.5473 -0.9358
O 1.6826 2.7048 -0.0979
C 2.6259 3.2023 -1.0726
H 1.0158 -1.0602 1.0897
H -0.6209 -1.9126 1.2835
H -0.1683 -0.4705 2.1503
H -1.6212 0.3230 0.3501
H -0.5348 -0.4220 -0.8957
H 2.4267 4.3167 -1.1470
H 2.5965 2.7866 -2.0731
H 3.6455 3.0848 -0.6650
C 3.5062 0.5556 -4.6827
O 4.0177 -0.4452 -5.4808
C 4.6444 0.0880 -6.6870
C 3.7020 0.6862 -7.7205
O 2.9366 -0.2770 -8.4337
C 2.0781 -1.0419 -7.6120
H 4.3131 1.0102 -4.0905
H 2.7734 0.0407 -4.0385
H 2.9324 1.3328 -5.2915
H 5.1536 -0.7456 -7.1968
H 5.4148 0.8746 -6.4195
H 4.1877 1.2959 -8.4478
H 3.0599 1.3589 -7.2175
H 1.3934 -1.6692 -8.2551
H 1.4284 -0.4141 -7.0105
H 2.5527 -1.7506 -6.9810
C 4.3846 -3.1838 -3.4681
O 2.9857 -3.5561 -3.4309
C 2.4280 -3.3923 -2.0672
C 2.7245 -4.5745 -1.2141
O 1.7905 -5.5943 -1.5249
C 2.2774 -6.7577 -0.8471
H 4.6877 -3.0737 -4.5184
H 4.9719 -3.9501 -2.9528
H 4.4950 -2.2175 -2.9629
H 1.3541 -3.2299 -2.1127
H 2.8771 -2.5050 -1.5985
H 2.7258 -4.2667 -0.1116
H 3.7372 -4.7761 -1.4463
H 1.4694 -7.4776 -0.9435
H 2.3886 -6.4963 0.2242
H 3.2249 -7.2296 -1.2842
C -5.5038 0.7104 3.8338
O -4.3377 1.4114 4.1258
C -3.1992 0.5730 3.9665
C -1.9594 1.1684 4.6198
O -1.0714 0.0934 4.7343
C 0.2992 0.6665 4.6880
H -5.6099 0.3197 2.7905
H -6.2706 1.3838 4.0947
H -5.6619 -0.2016 4.4503
H -3.0802 0.4580 2.8568
H -3.4131 -0.4164 4.4099
H -2.1137 1.6337 5.6191
H -1.5807 1.9448 3.9069
H 0.9545 -0.0767 5.0778
H 0.2567 1.5622 5.3015
H 0.6085 1.0353 3.6672
C -0.4160 -2.2209 7.6211
O -1.3958 -3.1965 7.1787
C -2.5358 -2.6195 6.5870
C -3.5128 -3.6744 6.1859
O -4.2387 -3.0166 5.1418
C -5.5685 -3.5318 5.0396
H -0.6520 -1.7253 8.5662
H -0.2479 -1.4759 6.7956
H 0.5035 -2.7521 7.8358
H -2.2479 -2.1479 5.6414
H -3.0261 -1.9447 7.2448
H -4.1376 -3.9080 7.0467
H -3.0255 -4.5668 5.9154
H -5.5772 -4.6169 5.2002
H -5.9111 -3.2654 4.0162
H -6.2138 -3.0464 5.7790
C -0.2195 -3.9710 -6.3435
O -1.0891 -3.8727 -5.2211
C -0.3548 -3.9152 -4.0014
C -1.3864 -3.6673 -2.9385
O -1.8405 -2.2525 -3.0211
C -3.0983 -1.9968 -2.4413
H 0.1462 -3.0134 -6.6960
H -0.8234 -4.3819 -7.1092
H 0.5752 -4.6926 -6.1435
H 0.4828 -3.1782 -3.9809
H 0.0338 -4.9119 -3.7474
H -0.9498 -3.8492 -1.9272
H -2.2687 -4.3460 -3.1006
H -3.2647 -0.9404 -2.4709
H -3.1112 -2.3569 -1.3812
H -3.8936 -2.4785 -2.9941
C -2.1496 3.8683 0.0076
O -2.9721 4.1888 -1.2513
C -2.4267 3.6852 -2.4595
C -1.8643 2.2653 -2.5987
O -1.0827 2.2431 -3.8200
C -0.7038 0.9593 -4.2478
H -2.4775 4.4951 0.8514
H -1.0722 4.0982 -0.1818
H -2.0858 2.8028 0.2413
H -1.6989 4.3312 -2.8124
H -3.2802 3.8211 -3.1141
H -2.6758 1.5274 -2.7419
H -1.2235 1.8292 -1.7302
H -0.2743 1.1766 -5.2211
H -1.6778 0.4108 -4.2831
H -0.1354 0.4648 -3.4730
```

These are the Löwdin partial charges, in e, on atoms 1 to 6: atom 1 (C): -0.06, atom 2 (C): -0.20, atom 3 (O): -0.01, atom 4 (C): -0.64, atom 5 (O): 0.11, atom 6 (O): 0.05


Formula: C2H4N6
Source: the OMol25 dataset
Level of theory: ωB97M-V/def2-TZVPD

Summary:
Highest occupied orbital energy = -9.420 eV
Relative energy (zero: lowest compared OMol25 entry of this formula, charge and spin) = 65.34 kcal per mole
LUMO level = 0.635 eV

XYZ file:
```
12
C2H4N6 | the OMol25 dataset | ωB97M-V/def2-TZVPD
H 1.3796 -0.9612 2.1248
N 1.7653 0.0124 1.9306
C 1.4077 0.7248 0.8999
N 0.4105 0.4227 -0.1134
N -0.0538 1.6311 -0.6072
N -1.0909 1.5195 -1.3124
N -1.1637 0.0850 -1.4136
C -0.4693 -0.6329 -0.4783
N -0.3792 -1.8078 -0.0134
H -1.3840 -2.4886 0.0445
H 1.4747 1.7506 0.8273
H -1.8969 -0.2556 -1.8887
```

These are the natural (NBO) partial charges, in e, on atoms 1 to 6: atom 1 (H): 0.39, atom 2 (N): -0.63, atom 3 (C): 0.28, atom 4 (N): -0.30, atom 5 (N): -0.01, atom 6 (N): 0.00


Formula: C16H36Ag2N2O16PbS2
Source: the OMol25 dataset
Level of theory: ωB97M-V/def2-TZVPD

Summary:
Highest occupied orbital energy (spin up / spin down) = -16.803 / -16.803 eV
Expectation value of S² = 2.031
LUMO level (spin up / spin down) = -15.428 / -15.411 eV
Total charge = +4
2S+1 = 3

XYZ file:
```
75
C16H36Ag2N2O16PbS2 | the OMol25 dataset | ωB97M-V/def2-TZVPD
Pb -1.5982 1.5260 -6.3419
Ag 3.2117 -1.0390 -5.6494
Ag -2.9581 -2.3429 -2.8271
C 2.2875 5.1749 -1.8987
C 1.4849 6.0035 -0.7697
C 1.4901 7.5163 -0.8645
O 0.4216 8.1292 -0.1005
C 0.5417 9.5440 -0.0367
N 0.1774 5.4109 -0.5225
H -0.3776 5.4977 -1.3619
H 0.2660 4.4188 -0.3550
H -0.3035 5.9488 0.1842
H 2.2487 4.0966 -1.7443
H 3.3040 5.3332 -2.2592
H 1.8139 5.4082 -2.8523
H 1.9592 5.9486 0.2102
H 1.3579 7.6656 -1.9361
H 2.5080 7.8329 -0.6369
H 0.2803 9.9889 -0.9969
H 1.5456 9.8329 0.2744
H -0.2751 9.9623 0.5515
C 2.1913 -7.3612 -2.6501
C 1.7493 -6.1262 -1.7874
C 1.2146 -6.5209 -0.4016
O 2.2095 -7.2381 0.3511
C 1.5790 -7.7133 1.4927
N 2.9745 -5.2501 -1.7421
H 2.6218 -4.3041 -1.7660
H 3.5154 -5.4029 -0.9029
H 3.4345 -5.4392 -2.6212
H 2.6297 -7.1895 -3.6332
H 1.2978 -7.8611 -3.0240
H 2.7825 -8.0488 -2.0453
H 0.9681 -5.5140 -2.2379
H 0.3341 -7.1057 -0.6679
H 0.7871 -5.6202 0.0391
H 2.2208 -8.2378 2.2006
H 0.7698 -8.4158 1.2931
H 1.3545 -6.9351 2.2221
S 0.0019 -3.3262 -6.6497
O -0.9139 -3.4556 -5.5536
O 1.3651 -3.6316 -6.2608
O -0.5901 -3.9252 -7.7604
O -0.0053 -1.8916 -6.8783
S 0.4417 -0.4259 -1.9678
O 0.6829 0.5343 -0.9478
O -0.6170 -0.0430 -2.9270
O 1.6290 -0.8977 -2.6300
O -0.2633 -1.6260 -1.4933
C 2.1886 -0.4586 3.6870
C 2.4595 0.8561 4.4070
C 2.7006 2.0163 3.3950
O 1.7548 3.0122 3.7272
C 1.0718 2.6293 4.8079
O 0.2559 3.2752 5.3899
O 1.3864 1.2959 5.1610
H 2.7171 -0.3503 2.7398
H 1.1405 -0.7328 3.5667
H 2.7770 -1.1734 4.2623
H 3.3469 0.6045 4.9877
H 2.5208 1.6557 2.3822
H 3.6899 2.4229 3.6048
C -8.0058 -0.1260 3.4436
C -6.7374 0.6343 2.9918
C -5.3158 0.1073 3.3662
O -4.6187 0.1071 2.2534
C -5.4283 0.0914 1.1520
O -4.9912 -0.1005 0.0596
O -6.6489 0.5063 1.5487
H -7.8470 -1.1768 3.6859
H -8.9233 0.0817 2.8930
H -8.2079 0.3311 4.4122
H -6.7783 1.7104 3.1603
H -5.4045 -0.9136 3.7377
H -4.8538 0.8093 4.0603
```

These are the Löwdin partial charges, in e, on atoms 1 to 6: atom 1 (Pb): 1.75, atom 2 (Ag): 0.95, atom 3 (Ag): 0.96, atom 4 (C): 0.00, atom 5 (C): -0.31, atom 6 (C): -0.17


Formula: C2AgO4
Source: the OMol25 dataset
Level of theory: ωB97M-V/def2-TZVPD

Summary:
Highest occupied orbital energy (spin up / spin down) = -7.948 / -9.468 eV
Expectation value of S² = 0.757
Relative energy (zero: lowest compared OMol25 entry of this formula, charge and spin) = 17.63 kcal per mole
LUMO level (spin up / spin down) = -0.876 / -0.976 eV
2S+1 = 2

XYZ file:
```
7
C2AgO4 | the OMol25 dataset | ωB97M-V/def2-TZVPD
O -1.4576 0.6615 -0.1224
C -2.0206 -0.3212 0.2158
O -2.8410 -1.0952 0.4493
Ag 0.4488 1.4365 -0.5469
O 2.2537 0.8624 0.2598
C 1.7842 -0.1963 -0.3742
O 1.8324 -1.3477 0.1187
```

These are the natural (NBO) partial charges, in e, on atoms 1 to 6: atom 1 (O): -0.63, atom 2 (C): 1.07, atom 3 (O): -0.43, atom 4 (Ag): 0.87, atom 5 (O): -0.74, atom 6 (C): 0.46


Formula: C10H14N3P
Source: the OMol25 dataset
Level of theory: ωB97M-V/def2-TZVPD

Summary:
Highest occupied orbital energy (spin up / spin down) = -6.543 / -6.522 eV
Relative energy (zero: lowest compared OMol25 entry of this formula, charge and spin) = 92.62 kcal per mole
LUMO level (spin up / spin down) = -1.625 / -1.672 eV

XYZ file:
```
28
C10H14N3P | the OMol25 dataset | ωB97M-V/def2-TZVPD
C -1.1215 1.3599 2.8670
C -2.4744 1.2234 2.4850
C -0.1328 0.6540 2.2556
C -2.7389 0.3447 1.4870
C -0.4242 -0.1049 1.0801
C -1.8118 -0.3368 0.7874
C 1.9069 -0.0160 0.0990
C 1.2061 0.0816 -3.2403
C 0.6745 -0.9171 0.3389
C 0.2147 -1.3876 -0.9820
N -2.1869 -1.2282 -0.1359
N 2.6492 -0.2839 -1.1629
N 2.2980 0.4400 -2.3236
P -0.4596 -0.3369 -2.2606
H -0.7649 1.8159 3.7946
H -3.3433 1.5544 3.1100
H 0.8711 0.6337 2.5671
H -3.8151 0.0807 1.3324
H 1.6413 1.0109 0.1808
H 2.7489 -0.2075 0.8748
H 0.8164 0.8683 -3.8895
H 1.3807 -0.7474 -3.8650
H 0.9095 -1.7361 0.9653
H 0.7501 -2.2819 -1.3630
H -3.1833 -1.2201 -0.2460
H 2.7286 -1.2844 -1.3645
H 2.0725 1.2800 -1.9535
H -0.4119 0.7414 -1.4384
```

These are the natural (NBO) partial charges, in e, on atoms 1 to 6: atom 1 (C): -0.30, atom 2 (C): -0.18, atom 3 (C): -0.19, atom 4 (C): -0.26, atom 5 (C): -0.12, atom 6 (C): 0.15


Formula: C9H15BNO3
Source: the OMol25 dataset
Level of theory: ωB97M-V/def2-TZVPD

Summary:
Highest occupied orbital energy (spin up / spin down) = -12.713 / -11.676 eV
Relative energy (zero: lowest compared OMol25 entry of this formula, charge and spin) = 108.64 kcal per mole
LUMO level (spin up / spin down) = -3.633 / -3.887 eV
Total charge = +1

XYZ file:
```
29
C9H15BNO3 | the OMol25 dataset | ωB97M-V/def2-TZVPD
B -3.4423 -0.3739 0.6124
C 3.9023 0.5447 0.6556
C 2.7686 0.7225 1.4533
C 3.9040 -0.3643 -0.4167
C 1.5907 0.2214 0.9678
C 2.6901 -1.0290 -0.7973
C 1.5163 -0.6880 -0.0984
C 0.2173 -1.2692 -0.4391
C -3.2367 0.8965 -0.2257
C -0.6618 -0.3566 -1.3100
N -0.1469 1.0509 -1.4369
O -4.5354 -1.1616 0.3655
O -2.6163 -0.4181 1.7301
O -2.2790 1.7652 0.1771
H 4.8651 1.0586 0.9616
H 2.7980 1.4944 2.3253
H 4.8931 -0.6927 -0.8463
H 0.7210 0.4641 1.5086
H 2.6601 -1.7429 -1.6856
H 0.4345 -2.2389 -0.8838
H -0.4610 -1.4555 0.3848
H -3.8650 1.1529 -1.0873
H -1.4106 -0.7747 -1.8528
H -0.2246 1.2622 -2.4541
H 0.8253 0.8817 -1.0399
H -0.8100 1.5963 -0.8445
H -5.3256 -1.0085 0.8388
H -2.6829 -1.1922 2.3204
H -2.0882 1.6546 1.1173
```

These are the natural (NBO) partial charges, in e, on atoms 1 to 6: atom 1 (B): 0.99, atom 2 (C): -0.19, atom 3 (C): -0.18, atom 4 (C): -0.20, atom 5 (C): -0.25, atom 6 (C): -0.19


In the order shown, the computed max |F| values come out to 5.428 1.008 4.752 6.147 5.102 6.046 4.233 3.958 eV/A.